The following is a DFT calculation (the ωB97M-V functional and the def2-TZVPD basis) of a 3-piece molecular cluster, C4H15NO2 overall.

Properties
HOMO-LUMO gap   9.2 eV
Relative energy (zero: lowest compared OMol25 entry of this formula, charge and spin)   43.7 kcal/mol
E_LUMO   0.58 eV
E_tot   -9975.1904 eV

Geometry as ORCA input:
```
! RIJCOSX wB97M-V def2-TZVPD def2/J DEFGRID3
* xyz 0 1
C 0.703 0.795 0.602
C 1.256 -0.003 1.747
N 1.009 -1.456 1.564
C -0.370 -1.830 1.744
C -0.505 -2.973 2.797
H -0.161 1.401 0.932
H 0.195 0.200 -0.173
H 1.415 1.506 0.173
H 2.379 -0.041 1.758
H 0.779 0.344 2.655
H 1.390 -1.775 0.686
H -1.089 -1.040 1.994
H -0.947 -2.076 0.847
H -0.089 -3.868 2.362
H -0.207 -2.713 3.821
H -1.589 -3.109 2.946
H -0.716 2.554 -5.544
H -0.211 1.300 -4.914
O 0.055 1.988 -5.524
H -1.754 4.071 -3.623
H -0.306 3.448 -3.368
O -1.238 3.276 -3.481
*
```

Results of the Löwdin charge analysis, in e, for atoms 1 through 4: -0.1210 -0.2777 -0.1046 -0.3274